1.
C30H40Cl2F10N3PtSi | wB97M-V/def2-TZVPD

```
87
Properties=species:S:1:pos:R:3:lowdin_charge:R:1
Pt 0.31 -0.37 0.36 0.9577
C 0.69 -0.01 4.45 -0.1235
N 0.83 -0.79 3.24 -0.2360
C -0.17 -1.85 3.26 -0.2083
C -0.16 -2.87 2.14 -0.2423
N -0.31 -2.32 0.80 -0.1489
C -0.36 -3.25 -0.22 -0.1975
C 0.38 -4.44 -0.29 -0.1472
F 1.30 -4.76 0.65 0.0724
C 0.28 -5.34 -1.34 -0.1502
F 1.04 -6.44 -1.34 0.1099
C -0.57 -5.10 -2.40 -0.1577
F -0.66 -5.96 -3.42 0.1061
C -1.32 -3.94 -2.37 -0.1806
F -2.16 -3.67 -3.39 0.0940
C -1.22 -3.06 -1.32 -0.1938
F -2.00 -1.97 -1.37 0.0660
C 2.22 -1.17 3.05 -0.1916
C 2.65 -1.66 1.67 -0.2451
N 2.34 -0.71 0.60 -0.1486
C 3.04 -0.89 -0.58 -0.2249
C 3.40 0.23 -1.35 -0.1743
F 3.11 1.46 -0.92 0.0796
C 4.09 0.13 -2.55 -0.1622
F 4.40 1.24 -3.23 0.1080
C 4.48 -1.10 -3.04 -0.1769
F 5.14 -1.20 -4.20 0.1044
C 4.15 -2.22 -2.31 -0.1853
F 4.49 -3.43 -2.78 0.1086
C 3.45 -2.12 -1.13 -0.1713
F 3.10 -3.27 -0.53 0.0884
H 0.95 -0.60 5.35 0.0866
H 1.35 0.86 4.42 0.0745
H -0.33 0.34 4.56 0.0756
H -0.09 -2.43 4.20 0.1200
H -1.15 -1.36 3.29 0.1015
H 0.74 -3.48 2.27 0.0882
H -1.00 -3.55 2.35 0.1254
H 2.81 -0.28 3.27 0.1138
H 2.53 -1.94 3.78 0.1241
H 3.74 -1.78 1.73 0.1255
H 2.25 -2.65 1.47 0.0689
C 0.16 1.94 -2.43 -0.1306
C -1.17 2.16 -1.69 -0.6228
C -1.63 3.61 -1.94 -0.0999
C -2.19 1.23 -2.37 -0.1163
Si -0.97 1.67 0.19 0.6829
C -0.10 3.15 1.13 -0.6175
C -1.00 4.36 1.40 -0.1018
C 0.45 2.65 2.48 -0.1323
C 1.12 3.67 0.36 -0.1112
C -2.73 1.36 0.99 -0.6231
C -3.81 2.38 0.61 -0.1005
C -2.60 1.33 2.52 -0.1156
C -3.26 -0.03 0.61 -0.1302
H 0.02 2.16 -3.50 0.0816
H 0.50 0.91 -2.32 0.0204
H 0.96 2.58 -2.07 0.0569
H -1.76 3.77 -3.02 0.0804
H -0.91 4.34 -1.59 0.0555
H -2.59 3.82 -1.47 0.0639
H -2.19 1.42 -3.45 0.0821
H -3.21 1.39 -2.02 0.0598
H -1.93 0.18 -2.21 0.0499
H -1.83 4.14 2.07 0.0564
H -1.42 4.78 0.48 0.0603
H -0.41 5.16 1.87 0.0793
H -0.33 2.32 3.15 0.0448
H 0.99 3.47 2.97 0.0842
H 1.14 1.82 2.33 0.0521
H 0.86 4.16 -0.58 0.0599
H 1.83 2.87 0.15 0.0559
H 1.63 4.42 0.98 0.0815
H -3.52 3.41 0.83 0.0598
H -4.73 2.17 1.17 0.0798
H -4.06 2.33 -0.45 0.0578
H -2.41 2.31 2.95 0.0605
H -1.80 0.66 2.83 0.0415
H -3.54 0.96 2.96 0.0836
H -3.43 -0.15 -0.46 0.0523
H -4.23 -0.19 1.11 0.0805
H -2.58 -0.82 0.92 0.0431
Cl -0.18 -1.74 -6.09 0.5133
C -0.33 -1.16 -4.42 -0.9916
Cl 1.03 -1.66 -3.41 0.6712
H -1.24 -1.56 -4.00 0.0061
H -0.35 -0.07 -4.43 0.0032
```

Summary:
Net charge: -1
E_HOMO (alpha / beta): -4.21 / -4.79 eV
Multiplicity: 3
Energy relative to the best compared isomer or geometry (same formula, charge and spin): 0.00 kcal/mol

***

2.
C30H40N2O11P2S | wB97M-V/def2-TZVPD

```
86
Properties=species:S:1:pos:R:3:lowdin_charge:R:1
O -0.30 2.96 -6.18 0.1242
C -0.91 2.04 -5.70 -0.3285
C -1.74 2.17 -4.47 0.0571
C -2.86 1.44 -4.40 -0.1531
C -3.78 1.41 -3.21 -0.1336
C -3.55 0.02 -2.53 -0.2159
C -3.81 0.02 -1.02 -0.2265
C -2.66 0.57 -0.13 -0.4228
S -1.27 1.34 -1.00 1.0188
C -0.29 0.03 -1.59 -0.6979
N -0.49 -1.24 -1.68 0.0653
N 0.66 -1.74 -2.27 0.0458
C 1.46 -0.76 -2.48 -0.1722
O 0.91 0.42 -2.05 0.0096
C -3.24 0.53 -5.53 -0.2970
O -4.38 0.32 -5.83 0.1360
C -2.07 -0.10 -6.23 -0.0983
C -2.16 -1.38 -6.73 0.0133
C -1.02 -1.92 -7.33 -0.0144
C 0.14 -1.18 -7.41 -0.1973
C 1.37 -1.82 -8.06 -0.1261
C 2.09 -0.79 -8.96 -0.1401
C 3.39 -0.22 -8.40 -0.2225
C 3.78 -0.31 -7.08 -0.0588
C 4.99 0.21 -6.63 -0.0794
C 5.81 0.85 -7.53 -0.0992
C 5.42 0.98 -8.86 -0.0876
C 4.23 0.44 -9.30 -0.0450
C 0.21 0.12 -6.90 0.0427
C -0.91 0.67 -6.30 -0.0778
H -1.42 2.81 -3.66 0.1141
H -3.50 2.23 -2.56 0.1002
H -4.82 1.46 -3.53 0.1198
H -2.59 -0.40 -2.81 0.0860
H -4.31 -0.63 -2.97 0.1170
H -3.96 -1.02 -0.73 0.1082
H -4.76 0.51 -0.83 0.1102
H -3.07 1.36 0.49 0.0655
H -2.26 -0.20 0.53 0.0751
H 2.45 -0.78 -2.91 0.1252
H -3.10 -1.91 -6.63 0.1238
H -1.09 -2.94 -7.69 0.1148
H 2.00 -2.16 -7.24 0.1058
H 1.06 -2.69 -8.62 0.1090
H 1.43 0.03 -9.25 0.1228
H 2.33 -1.31 -9.89 0.1144
H 3.15 -0.81 -6.35 0.0980
H 5.24 0.11 -5.58 0.1002
H 6.76 1.26 -7.20 0.1006
H 6.03 1.50 -9.59 0.1025
H 3.92 0.53 -10.34 0.1138
H 1.14 0.68 -6.96 0.1248
C -3.86 2.87 4.98 -0.1061
O -2.45 3.05 4.82 -0.2721
P -1.56 1.71 4.48 0.5559
O -2.05 1.29 3.14 -0.2384
O -2.22 0.83 5.69 -0.2701
C -1.98 1.24 7.04 -0.1046
O -0.15 0.85 4.64 -0.2158
C 0.98 1.31 3.88 -0.1002
H -4.34 3.72 4.50 0.0940
H -4.21 1.95 4.53 0.0886
H -4.11 2.87 6.04 0.0852
H -2.92 1.16 7.60 0.0877
H -1.63 2.28 7.10 0.0854
H -1.24 0.59 7.50 0.0817
H 1.19 2.36 4.09 0.0838
H 0.80 1.18 2.82 0.0826
H 1.84 0.72 4.18 0.0868
C 3.35 -0.10 10.88 -0.1059
O 2.79 -1.13 10.07 -0.2748
P 1.25 -1.60 10.41 0.5517
O 0.44 -0.40 10.09 -0.2403
O 1.53 -1.76 12.00 -0.2692
C 2.45 -2.77 12.44 -0.1177
O 0.12 -2.80 10.49 -0.2185
C -0.43 -3.28 9.25 -0.0998
H 3.92 0.55 10.22 0.0941
H 2.58 0.49 11.38 0.0898
H 4.02 -0.53 11.62 0.0845
H 3.08 -2.34 13.22 0.0866
H 3.09 -3.12 11.63 0.0840
H 1.90 -3.61 12.85 0.0874
H 0.36 -3.60 8.57 0.0838
H -1.03 -2.50 8.77 0.0821
H -1.07 -4.13 9.47 0.0872
```

Summary:
SMILES string: O=C1C=C(CCCCSc2nnco2)C(=O)c2ccc(CCc3ccccc3)cc21.COP(=O)(OC)OC.COP(=O)(OC)OC
E_HOMO: -8.88 eV

***

3.
C30H40N5O5SSi2Ti | wB97M-V/def2-TZVPD

```
84
Properties=species:S:1:pos:R:3:lowdin_charge:R:1
Ti -0.21 -0.06 -0.45 1.0168
O 0.13 -0.47 2.89 -0.0567
C 0.95 0.59 3.33 -0.2360
C 0.96 1.82 2.43 -0.1595
N 1.49 1.62 1.08 -0.1619
C 1.42 2.85 0.31 -0.0976
C 0.09 3.04 -0.41 -0.6346
O -0.33 4.17 -0.65 0.0376
O -0.48 1.94 -0.75 -0.2139
C 2.78 0.96 1.05 -0.1073
C 2.68 -0.54 0.74 -0.6268
O 3.68 -1.23 0.86 0.0414
O 1.52 -0.95 0.34 -0.1732
H 0.54 -0.84 2.10 0.0419
H 1.98 0.23 3.50 0.1145
H 0.57 0.91 4.30 0.1196
H 1.58 2.58 2.95 0.1270
H -0.05 2.22 2.34 0.1027
H 2.17 2.82 -0.48 0.1221
H 1.62 3.74 0.92 0.1270
H 3.35 1.08 1.98 0.1268
H 3.39 1.39 0.26 0.1168
N -3.93 -0.73 1.72 0.1248
C -4.12 0.25 2.71 -0.2501
C -4.92 0.01 3.82 -0.0329
C -5.12 1.02 4.75 -0.1077
C -4.49 2.25 4.60 -0.1104
C -3.66 2.46 3.51 -0.1046
C -3.49 1.48 2.55 -0.4433
S -2.57 1.80 1.09 1.0553
N -1.99 0.23 0.72 -0.3138
C -2.70 -0.83 1.06 -0.3760
C -2.15 -2.10 0.80 -0.2280
C -2.74 -3.34 1.18 -0.0436
C -2.04 -4.50 1.06 -0.0980
C -0.71 -4.45 0.59 -0.0754
C -0.20 -3.24 0.20 -0.1520
N -0.89 -2.09 0.23 0.0086
H -4.36 -1.61 1.93 0.1079
H -5.40 -0.95 3.94 0.1074
H -5.76 0.83 5.61 0.0941
H -4.63 3.03 5.34 0.0934
H -3.15 3.41 3.39 0.1040
H -3.75 -3.37 1.57 0.0969
H -2.50 -5.44 1.35 0.0966
H -0.09 -5.34 0.53 0.0924
H 0.82 -3.15 -0.14 0.0985
C -1.20 -2.15 -5.07 -0.1800
Si -1.09 -2.07 -3.18 0.4567
C -2.45 -3.20 -2.58 -0.1580
C 0.62 -2.82 -2.90 -0.1627
C -1.22 -0.34 -2.51 -0.3774
C -0.01 0.32 -3.02 -0.4119
C 0.19 1.01 -4.24 -0.0260
C 1.45 1.46 -4.57 -0.0616
C 2.53 1.23 -3.71 -0.0639
C 2.26 0.60 -2.52 -0.1040
N 1.04 0.18 -2.19 -0.0061
Si -2.85 0.51 -2.88 0.4520
C -4.17 -0.05 -1.67 -0.1665
C -2.74 2.37 -2.87 -0.1613
C -3.59 0.08 -4.58 -0.1961
H -0.90 -3.17 -5.36 0.0294
H -0.50 -1.46 -5.55 0.0259
H -2.19 -1.96 -5.47 0.0050
H -2.28 -4.20 -2.98 0.0357
H -3.42 -2.85 -2.97 0.0256
H -2.53 -3.27 -1.50 0.0044
H 0.53 -3.90 -2.71 0.0347
H 1.20 -2.38 -2.09 0.0069
H 1.20 -2.70 -3.82 0.0335
H -0.65 1.15 -4.90 0.1051
H 1.60 1.97 -5.51 0.1037
H 3.53 1.55 -3.96 0.0957
H 3.05 0.40 -1.80 0.1128
H -4.20 0.57 -0.78 -0.0047
H -4.01 -1.08 -1.34 0.0190
H -5.15 0.00 -2.15 0.0330
H -2.58 2.78 -1.88 0.0094
H -3.68 2.76 -3.28 0.0309
H -1.93 2.74 -3.50 0.0305
H -3.94 -0.95 -4.63 0.0159
H -2.91 0.24 -5.42 0.0193
H -4.46 0.73 -4.72 0.0240
```

Summary:
Net charge: -1
E_HOMO (alpha / beta): -3.02 / -4.98 eV
Multiplicity: 3
Energy relative to the best compared isomer or geometry (same formula, charge and spin): 5.24 kcal/mol

***

4.
C30H41BrCaOS3 | wB97M-V/def2-TZVPD

```
77
Properties=species:S:1:pos:R:3:nbo_charge:R:1
Ca 0.10 -0.06 0.24 1.7408
C -0.87 -4.19 -1.58 -0.5616
C -0.73 -3.64 -3.00 -0.5478
S -1.16 -1.89 -3.13 0.2042
C 0.16 -1.26 -4.18 -0.5493
C 1.61 -1.49 -3.74 -0.5426
S 2.05 -1.34 -1.98 0.1905
C 2.31 -3.09 -1.54 -0.5306
C 1.58 -3.56 -0.29 -0.5694
S -0.19 -3.24 -0.20 0.2217
H -0.44 -5.20 -1.56 0.2242
H -1.93 -4.31 -1.34 0.2261
H -1.38 -4.23 -3.66 0.2237
H 0.29 -3.77 -3.37 0.2107
H -0.04 -0.19 -4.23 0.2455
H 0.06 -1.64 -5.20 0.2189
H 2.23 -0.76 -4.28 0.2402
H 1.96 -2.46 -4.07 0.2144
H 3.38 -3.24 -1.38 0.2296
H 2.04 -3.70 -2.40 0.2068
H 1.95 -3.02 0.59 0.2762
H 1.77 -4.62 -0.14 0.2179
C -3.87 3.16 -0.15 -0.6081
C -3.07 2.68 1.06 -0.2479
C -1.76 3.44 1.18 -0.6012
C -2.88 1.17 1.11 -0.0251
C -2.35 0.59 2.27 -0.2554
C -2.30 -0.78 2.44 -0.1489
C -2.75 -1.64 1.44 -0.0604
C -2.77 -3.12 1.68 -0.6361
C -3.20 -1.08 0.26 -0.1824
C -3.28 0.30 0.10 -0.2535
H -4.09 4.22 -0.04 0.2158
H -4.82 2.63 -0.24 0.2080
H -3.31 3.03 -1.08 0.2113
H -3.67 2.91 1.95 0.2065
H -1.10 3.24 0.33 0.2215
H -1.21 3.17 2.08 0.2093
H -1.94 4.51 1.21 0.2123
H -2.00 1.25 3.06 0.2221
H -1.90 -1.19 3.36 0.2136
H -3.54 -3.38 2.41 0.2218
H -1.81 -3.47 2.05 0.2427
H -3.00 -3.67 0.76 0.2059
H -3.53 -1.72 -0.55 0.2080
H -3.67 0.70 -0.83 0.2264
Br -0.96 1.46 -2.21 -0.0291
C 0.21 2.98 -2.17 0.0852
C -0.02 3.95 -3.10 -0.3085
C 0.82 5.08 -3.11 -0.2236
C 1.83 5.18 -2.21 -0.1730
C 2.06 4.17 -1.25 -0.0622
C 3.13 4.28 -0.32 -0.2229
C 3.32 3.30 0.60 -0.1985
C 2.46 2.18 0.64 -0.2817
C 1.40 1.97 -0.21 -0.5131
C 1.23 3.01 -1.18 -0.2004
H -0.83 3.85 -3.81 0.2213
H 0.65 5.86 -3.84 0.2138
H 2.49 6.04 -2.21 0.2072
H 3.77 5.15 -0.36 0.2034
H 4.14 3.38 1.31 0.2029
H 2.68 1.44 1.42 0.1867
C 1.28 -0.12 3.84 -0.6199
C 1.58 -1.33 2.96 0.2585
C 1.04 -2.60 3.63 -0.6178
C 3.10 -1.46 2.76 -0.6249
O 0.96 -1.16 1.73 -1.0993
H 1.70 -0.22 4.85 0.1985
H 0.20 0.01 3.94 0.1929
H 1.69 0.79 3.40 0.2082
H 1.55 -2.82 4.57 0.1994
H 1.17 -3.46 2.96 0.2003
H -0.02 -2.50 3.83 0.1942
H 3.65 -1.33 3.69 0.2009
H 3.44 -0.70 2.05 0.2125
H 3.36 -2.44 2.36 0.1925
```

Summary:
E_HOMO: -7.47 eV
Energy relative to the best compared isomer or geometry (same formula, charge and spin): 4.96 kcal/mol

***

5.
C30H41N2O3PPbSb | wB97M-V/def2-TZVPD

```
79
Properties=species:S:1:pos:R:3:lowdin_charge:R:1
Pb -2.27 0.35 -1.81 1.4009
O -3.07 -3.08 -3.67 0.0540
C -3.37 -2.36 -2.69 -0.6647
O -3.63 -1.06 -2.78 -0.3193
C -3.47 -2.95 -1.30 -0.1913
P -2.29 -2.10 -0.11 1.0369
C -0.97 -3.25 0.15 -0.3400
C -0.45 -3.89 -1.00 -0.0387
C 0.62 -4.78 -0.85 -0.0217
C 1.02 -5.14 0.43 0.0246
C 0.38 -4.59 1.55 -0.0008
C -0.49 -3.53 1.43 -0.0358
C -3.18 -1.96 1.46 -0.4014
C -4.01 -3.02 1.84 -0.1002
C -4.97 -2.93 2.85 -0.0191
C -5.10 -1.69 3.50 -0.0133
C -4.17 -0.64 3.30 -0.0217
C -3.35 -0.75 2.17 -0.0878
H -3.36 -4.04 -1.33 0.1232
H -4.50 -2.67 -0.95 0.1365
H -0.79 -3.67 -2.01 0.1136
H 1.11 -5.32 -1.69 0.1471
H 1.84 -5.86 0.53 0.1434
H 0.67 -4.86 2.58 0.1461
H -0.84 -2.92 2.26 0.1331
H -3.88 -3.98 1.36 0.1165
H -5.58 -3.79 3.10 0.1329
H -5.93 -1.61 4.18 0.1216
H -4.16 0.24 3.96 0.1284
H -2.84 0.13 1.80 0.0744
C 1.73 2.47 4.16 -0.2242
C 1.52 3.80 3.46 -0.4457
Sb 0.21 3.51 1.71 1.3097
C -1.68 3.12 2.87 -0.4577
C -1.90 3.73 4.27 -0.1537
C -0.42 5.62 1.57 -0.4371
C 0.17 6.18 0.29 -0.2314
H 2.38 2.66 4.96 0.0526
H 2.07 1.63 3.51 0.0600
H 0.74 2.05 4.56 0.0762
H 2.48 4.23 3.10 0.0588
H 1.06 4.52 4.14 0.0590
H -1.82 2.03 2.82 -0.0121
H -2.43 3.51 2.16 0.0348
H -1.19 3.26 4.94 0.0484
H -2.87 3.44 4.73 0.0878
H -1.73 4.80 4.22 0.0665
H -0.24 6.09 2.56 0.0695
H -1.51 5.59 1.56 0.0432
H 1.24 6.18 0.43 0.0510
H -0.11 7.23 0.13 0.0802
H -0.14 5.61 -0.62 0.0626
C 3.00 -1.63 -1.51 -0.0322
C 3.04 -0.14 -1.23 -0.1304
N 3.41 0.66 -2.45 0.0675
C 4.43 1.66 -2.25 -0.1390
C 5.87 1.14 -2.21 -0.0125
C 3.18 0.22 -3.72 -0.3157
O 4.01 0.25 -4.63 0.2143
C 1.79 -0.36 -4.00 -0.1247
C 1.53 -1.06 -5.21 0.0805
C 0.25 -1.53 -5.44 0.0178
C -0.74 -1.33 -4.51 -0.0547
N -0.54 -0.54 -3.41 -0.0671
C 0.73 -0.02 -3.22 -0.1113
H 2.89 -2.16 -0.57 0.0925
H 3.88 -1.90 -2.07 0.0968
H 2.17 -1.90 -2.17 0.0697
H 3.77 0.10 -0.44 0.1413
H 2.08 0.24 -0.78 0.1352
H 4.20 2.19 -1.28 0.1666
H 4.35 2.28 -3.13 0.1390
H 5.98 0.22 -1.62 0.0906
H 6.53 1.82 -1.68 0.1040
H 6.22 0.89 -3.23 0.1020
H 2.42 -1.26 -5.87 0.1654
H -0.06 -2.09 -6.32 0.1404
H -1.71 -1.84 -4.51 0.0983
H 0.78 0.59 -2.34 0.0903
```

Summary:
Net charge: +3
E_HOMO (alpha / beta): -15.07 / -15.06 eV
Energy relative to the best compared isomer or geometry (same formula, charge and spin): 26.53 kcal/mol

***

no.,E_tot (eV)
1,-99572.5706
2,-86672.9180
3,-99161.1653
4,-154812.1785
5,-61940.5098